[1]
The following is a quantum chemistry calculation of C22H20Cl2N4NdO5PTe as an isolated structure, from the Open Molecules 2025 dataset.

Frontier orbital gap (spin up / spin down) = 7.023 / 7.053 eV
2S+1 = 4
Net charge = 0
LUMO energy (spin up / spin down) = -0.31 / -0.27 eV
HOMO (spin up / spin down) = -7.3284 / -7.3265 eV

XYZ file:
```
56
Properties=species:S:1:pos:R:3:mulliken_spin:R:1
Nd 0.492 0.668 0.656 3.011
Cl -2.278 -5.691 2.749 0.000
C -1.199 -4.502 2.116 0.001
C -1.497 -3.160 2.281 -0.001
C -0.654 -2.155 1.800 -0.004
N -0.889 -0.783 1.958 -0.001
C -1.927 -0.332 2.679 -0.006
O -2.804 -0.947 3.282 -0.001
C -1.991 1.191 2.769 0.002
C -3.141 1.740 3.340 -0.001
C -3.255 3.109 3.480 0.000
C -2.180 3.897 3.087 0.000
C -1.062 3.277 2.560 -0.002
N -0.958 1.956 2.372 0.001
C 0.537 -2.550 1.116 0.002
C 0.814 -3.909 0.968 -0.001
C -0.037 -4.879 1.461 0.000
Cl 0.364 -6.543 1.270 0.000
N 1.380 -1.548 0.603 0.005
C 2.654 -1.833 0.293 -0.004
O 3.287 -2.882 0.399 0.000
C 3.422 -0.654 -0.283 0.000
C 4.567 -0.970 -1.015 -0.001
C 5.382 0.041 -1.478 0.001
C 5.040 1.349 -1.161 0.000
C 3.881 1.578 -0.444 -0.001
N 3.053 0.613 -0.029 0.001
H -2.400 -2.879 2.798 0.000
H -3.913 1.059 3.664 0.000
H -4.145 3.555 3.898 0.000
H -2.199 4.969 3.196 0.000
H -0.191 3.870 2.288 -0.001
H 1.722 -4.214 0.476 0.000
H 4.785 -2.017 -1.162 0.000
H 6.265 -0.182 -2.054 0.000
H 5.655 2.183 -1.458 0.000
H 3.601 2.593 -0.177 0.000
C -3.655 2.183 -2.163 0.000
C -2.737 1.764 -3.295 0.000
O -1.359 2.069 -3.044 0.000
P -0.551 1.726 -1.715 0.005
O -1.324 0.864 -0.752 -0.002
Te 0.605 3.508 -0.688 -0.001
O 0.696 0.782 -2.235 -0.001
C 0.352 -0.307 -3.108 0.000
C 1.203 -1.515 -2.771 0.001
H -4.690 2.013 -2.449 0.000
H -3.506 3.237 -1.940 0.000
H -3.441 1.599 -1.273 0.000
H -2.968 2.322 -4.208 0.000
H -2.836 0.693 -3.497 0.000
H 0.517 0.034 -4.136 0.000
H -0.708 -0.553 -2.977 0.000
H 2.259 -1.262 -2.836 0.000
H 0.983 -2.325 -3.459 0.000
H 0.981 -1.847 -1.756 0.000
```

***

[2]
The following is a quantum chemistry calculation of one molecule with the formula C22H20ClN3O3, from the Open Molecules 2025 dataset.

Frontier orbital gap = 7.823 eV
SMILES string = COc1cc(CNc2ccc3[nH]c(=O)[nH]c3c2)ccc1OCc1ccccc1Cl
2S+1 = 1
Net charge = 0
LUMO energy = 0.61 eV
HOMO = -7.2130 eV

XYZ file:
```
49
Properties=species:S:1:pos:R:3:mulliken_charge:R:1
C -0.257 2.142 -2.114 -0.664
O 0.633 2.253 -1.024 -0.516
C 1.335 1.173 -0.581 0.176
C 1.860 1.323 0.699 -0.428
C 2.612 0.336 1.311 0.618
C 3.173 0.523 2.706 -1.265
N 2.447 1.444 3.544 -0.186
C 1.108 1.274 3.836 0.587
C 0.413 2.343 4.420 -0.580
C -0.911 2.242 4.808 -1.019
C -1.549 1.037 4.597 0.617
N -2.838 0.599 4.851 -0.131
C -2.991 -0.705 4.442 0.139
O -3.987 -1.385 4.518 -0.644
N -1.766 -1.079 3.926 -0.122
C -0.866 -0.038 4.006 0.305
C 0.454 0.058 3.620 -0.631
C 2.844 -0.840 0.616 -1.336
C 2.348 -1.005 -0.664 -0.318
C 1.597 -0.016 -1.287 1.110
O 1.117 -0.132 -2.566 -0.178
C 1.189 -1.387 -3.213 -1.119
C 0.357 -1.290 -4.463 0.169
C 0.950 -1.218 -5.716 -0.441
C 0.184 -1.108 -6.863 -0.697
C -1.196 -1.061 -6.770 -0.383
C -1.809 -1.126 -5.531 -0.602
C -1.033 -1.238 -4.389 0.596
Cl -1.821 -1.322 -2.853 -0.198
H 0.271 2.009 -3.061 0.244
H -0.803 3.085 -2.131 0.298
H -0.961 1.320 -1.975 0.244
H 1.639 2.250 1.204 0.432
H 3.216 -0.450 3.209 0.402
H 4.201 0.892 2.631 0.429
H 2.731 2.408 3.467 0.303
H 0.937 3.276 4.573 0.352
H -1.422 3.080 5.255 0.364
H -3.575 1.137 5.271 0.155
H -1.586 -1.990 3.541 0.160
H 0.951 -0.777 3.156 0.371
H 3.423 -1.633 1.066 0.369
H 2.563 -1.924 -1.186 0.414
H 2.229 -1.626 -3.473 0.491
H 0.790 -2.176 -2.561 0.568
H 2.027 -1.249 -5.788 0.365
H 0.665 -1.056 -7.828 0.386
H -1.800 -0.974 -7.660 0.374
H -2.884 -1.089 -5.445 0.424
```

***

[3]
The following is a quantum chemistry calculation of C22H20CsN5O3S2 as an isolated structure, from the Open Molecules 2025 dataset.

Frontier orbital gap = 7.637 eV
2S+1 = 1
Net charge = 0
LUMO energy = 0.00 eV
HOMO = -7.6407 eV

XYZ file:
```
53
Properties=species:S:1:pos:R:3:mulliken_charge:R:1
Cs -0.012 0.196 -0.348 1.287
S 1.100 5.256 1.630 -0.180
C 0.261 4.230 0.515 -0.139
N 0.912 3.224 0.048 -0.393
C 2.198 3.191 0.581 -0.679
C 3.167 2.232 0.286 -0.433
C 4.388 2.315 0.922 -0.578
C 4.662 3.343 1.833 -0.518
C 3.720 4.312 2.119 -0.490
C 2.484 4.223 1.485 0.902
H -0.764 4.449 0.246 0.448
H 2.998 1.441 -0.435 0.677
H 5.143 1.573 0.696 0.455
H 5.631 3.387 2.312 0.399
H 3.938 5.114 2.812 0.409
N -6.105 -0.929 -4.702 -0.409
C -5.154 -0.184 -4.065 0.332
O -5.402 0.877 -3.534 -0.598
C -3.761 -0.739 -4.088 0.364
C -3.292 -1.618 -5.054 -0.304
C -1.973 -2.037 -4.990 -0.682
C -1.177 -1.563 -3.961 -0.322
N -1.613 -0.717 -3.026 -0.216
C -2.878 -0.315 -3.101 -0.310
H -7.055 -0.614 -4.591 0.242
H -5.962 -1.911 -4.853 0.211
H -3.933 -1.948 -5.862 0.456
H -1.563 -2.711 -5.729 0.369
H -0.140 -1.868 -3.886 0.391
H -3.230 0.382 -2.350 0.446
O 4.071 -0.603 -1.034 -0.711
C 3.678 -1.381 -0.176 -0.016
C 4.439 -2.642 0.243 -0.426
C 3.530 -3.267 1.292 -0.531
C 2.378 -2.272 1.384 0.107
O 1.434 -2.410 2.174 -0.895
N 2.516 -1.243 0.527 0.336
H 5.419 -2.354 0.625 0.220
H 4.606 -3.265 -0.635 0.262
H 3.989 -3.377 2.275 0.248
H 3.135 -4.244 1.012 0.273
S -2.017 0.005 2.489 -0.209
C -0.595 0.714 3.052 -0.282
N 0.584 0.031 3.019 0.137
C 1.776 0.540 3.406 -0.092
C 1.874 1.805 3.890 -0.721
C 0.688 2.564 3.966 -0.120
C -0.505 2.041 3.559 -0.746
H 0.613 -0.948 2.667 0.364
H 2.616 -0.129 3.284 0.305
H 2.831 2.208 4.183 0.471
H 0.725 3.578 4.345 0.464
H -1.420 2.614 3.604 0.427
```

***

[4]
The following is a quantum chemistry calculation of C22H20CuN5O4S as an isolated structure, from the Open Molecules 2025 dataset.

Frontier orbital gap (spin up / spin down) = 8.045 / 7.909 eV
2S+1 = 2
Net charge = +1
LUMO energy (spin up / spin down) = -3.20 / -3.36 eV
HOMO (spin up / spin down) = -11.2488 / -11.2670 eV

XYZ file:
```
53
Properties=species:S:1:pos:R:3:mulliken_spin:R:1
Cu -0.144 0.370 -0.892 0.692
O -1.631 -1.650 5.423 0.000
C -0.913 -0.455 5.220 0.000
C -0.744 -0.242 3.764 -0.002
C -0.105 0.902 3.301 0.005
C 0.104 1.038 1.953 0.004
N -0.282 0.109 1.069 0.083
C -0.981 -0.951 1.488 0.001
C -1.204 -1.169 2.846 -0.002
C -1.580 -1.768 0.404 0.011
C -2.371 -2.877 0.620 -0.002
C -2.972 -3.516 -0.463 -0.001
C -3.834 -4.724 -0.217 -0.001
O -3.311 -5.597 0.766 0.000
C -2.744 -3.012 -1.734 0.004
C -1.920 -1.907 -1.889 -0.003
N -1.343 -1.303 -0.843 0.037
H -1.643 -1.853 6.364 0.000
H 0.086 -0.502 5.683 0.000
H -1.446 0.406 5.651 0.000
H 0.208 1.682 3.991 0.001
H 0.562 1.927 1.531 0.000
H -1.770 -2.030 3.170 0.000
H -2.505 -3.276 1.621 0.000
H -4.027 -5.258 -1.158 0.000
H -4.799 -4.371 0.154 0.000
H -2.616 -6.134 0.372 0.000
H -3.198 -3.506 -2.585 0.001
H -1.716 -1.479 -2.860 0.002
O 1.403 1.591 -4.295 0.009
C 1.151 0.980 -3.272 0.004
O -0.007 0.613 -2.838 0.081
C 2.300 0.669 -2.326 -0.004
C 3.611 0.567 -2.757 0.003
C 4.590 0.285 -1.817 -0.003
C 4.229 0.165 -0.481 0.003
C 2.897 0.255 -0.127 -0.003
N 1.945 0.474 -1.046 0.041
H 3.807 0.707 -3.816 0.000
H 5.612 0.159 -2.141 0.000
H 4.982 -0.060 0.287 0.001
H 2.554 0.118 0.891 0.000
S -1.589 2.472 -0.665 0.031
C -0.198 3.364 -1.089 -0.001
N 0.043 3.599 -2.411 0.004
C 1.098 4.307 -2.863 0.000
C 1.984 4.815 -1.976 0.002
C 1.746 4.505 -0.626 0.000
N 0.716 3.813 -0.189 0.001
H -0.574 3.156 -3.082 0.000
H 1.228 4.385 -3.929 0.000
H 2.842 5.385 -2.306 0.000
H 2.470 4.822 0.122 0.000
```

***

Number 1: strongest force on any atom 2.54 eV Å⁻¹, E_tot -96246.6549 eV. Number 2: strongest force on any atom 0.66 eV Å⁻¹, E_tot -46274.5743 eV. Number 3: strongest force on any atom 0.14 eV Å⁻¹, E_tot -58953.4698 eV. Number 4: strongest force on any atom 0.83 eV Å⁻¹, E_tot -94250.5288 eV.